(1)
{
  "formula": "C19H41BN6PdSi4",
  "method": "wB97M-V/def2-TZVPD",
  "symbols": ["C", "N", "N", "C", "C", "B", "N", "N", "C", "C", "C", "Pd", "N", "N", "C", "C", "C", "H", "H", "H", "H", "H", "H", "H", "H", "H", "H", "H", "C", "H", "H", "H", "C", "Si", "C", "C", "Si", "Si", "C", "C", "C", "Si", "C", "C", "C", "H", "H", "H", "H", "H", "H", "H", "H", "H", "H", "H", "H", "H", "H", "H", "H", "H", "H", "H", "H", "H", "H", "H", "H", "H", "H", "H"],
  "xyz": [[2.5157, -1.8087, -1.2851], [2.0228, -0.5760, -1.1261], [2.7933, 0.2768, -1.8838], [3.8401, -0.4006, -2.3994], [3.7009, -1.7291, -2.0392], [2.3682, 1.7573, -2.0169], [0.8349, 1.8152, -2.2683], [-0.1049, 1.1566, -1.4961], [-1.3155, 1.4651, -1.9962], [-1.1433, 2.3821, -3.0569], [0.2172, 2.6004, -3.1689], [0.6169, 0.1789, 0.3541], [2.5265, 2.3926, -0.6269], [1.7949, 1.9422, 0.4571], [2.0762, 2.7453, 1.5014], [3.0381, 3.6894, 1.0847], [3.2804, 3.4422, -0.2639], [1.5953, 2.6266, 2.4680], [3.9090, 3.9128, -0.9913], [3.5007, 4.4500, 1.6697], [2.9822, 2.3378, -2.8563], [0.8367, 3.2522, -3.7663], [4.5999, 0.1180, -2.9670], [-1.9014, 2.8517, -3.6628], [4.3804, -2.5248, -2.2775], [-2.2315, 1.0394, -1.5988], [2.0183, -2.6806, -0.8763], [-0.9222, 1.4511, 1.2917], [-2.0300, 1.2754, 1.3050], [-2.5074, 2.1021, 0.7613], [-2.2275, 0.3356, 0.7847], [-2.3652, 1.2288, 2.3501], [3.6341, -2.8223, 1.7092], [2.1071, -2.5897, 2.8009], [1.7454, -4.3347, 3.4744], [2.6867, -1.4568, 4.2002], [0.1337, -1.5495, 1.7745], [-1.0925, -3.4617, 0.8618], [-1.7286, -4.7204, 2.1645], [-2.5988, -2.6970, 0.0029], [-0.0177, -4.4267, -0.3545], [-1.2195, -1.4112, 3.8181], [-1.0282, -2.8107, 5.0933], [-0.8065, 0.2066, 4.6867], [-3.0642, -1.4197, 3.3678], [4.4630, -3.2113, 2.3205], [3.9808, -1.8848, 1.2607], [3.4795, -3.5309, 0.8884], [2.6934, -4.7213, 3.8788], [1.0081, -4.3756, 4.2846], [1.4223, -5.0409, 2.6972], [2.9527, -0.4622, 3.8191], [1.9651, -1.3148, 5.0127], [3.5994, -1.8891, 4.6357], [-2.4579, -4.3005, 2.8710], [-2.2352, -5.5465, 1.6373], [-0.9209, -5.1727, 2.7575], [-2.2979, -2.0185, -0.8074], [-3.2160, -3.4903, -0.4456], [-3.2453, -2.1274, 0.6832], [0.2430, -3.8258, -1.2351], [0.9212, -4.7850, 0.0880], [-0.5600, -5.3128, -0.7180], [-0.0322, -2.8560, 5.5516], [-1.7441, -2.6149, 5.9072], [-1.2589, -3.8107, 4.7065], [-0.9391, 1.0862, 4.0460], [-1.4830, 0.3187, 5.5470], [0.2220, 0.2261, 5.0657], [-3.3502, -0.6147, 2.6816], [-3.4114, -2.3634, 2.9300], [-3.6276, -1.2662, 4.3011]],
  "mulliken_charge": [-0.53, 0.33, 0.11, -0.08, -1.32, 0.01, 0.18, 0.27, -0.33, -1.33, 0.02, -0.13, 0.16, 0.45, -0.56, -1.25, -0.05, 0.56, 0.48, 0.44, -0.05, 0.46, 0.50, 0.42, 0.46, 0.59, 0.54, 0.08, -0.79, 0.44, 0.10, 0.29, -1.08, 0.26, -0.97, -1.06, 0.46, 0.25, -0.98, -1.15, -1.14, 0.40, -1.16, -1.05, -1.09, 0.48, 0.28, 0.34, 0.45, 0.32, 0.29, 0.32, 0.30, 0.44, 0.33, 0.47, 0.32, 0.27, 0.44, 0.31, 0.38, 0.34, 0.46, 0.35, 0.46, 0.38, 0.29, 0.42, 0.34, 0.33, 0.31, 0.45],
  "max_force_ev_per_a": 2.6,
  "total_charge": 2,
  "orbital_gap_ev": [5.04, 4.56],
  "spin_multiplicity": 3
}

(2)
{
  "formula": "C19H41BrN3ORuSSi2",
  "method": "wB97M-V/def2-TZVPD",
  "symbols": ["Ru", "C", "C", "N", "C", "C", "S", "C", "C", "N", "H", "H", "H", "H", "H", "H", "H", "H", "H", "H", "H", "H", "H", "H", "C", "Si", "C", "C", "C", "Si", "C", "C", "C", "H", "H", "H", "H", "H", "H", "H", "H", "H", "H", "H", "H", "H", "H", "H", "H", "H", "H", "H", "C", "O", "H", "H", "H", "H", "Br", "C", "C", "C", "C", "C", "N", "H", "H", "H", "H"],
  "xyz": [[-1.0808, 2.0719, 0.3648], [-1.6762, 2.2569, -2.4733], [-0.1676, 2.1368, -2.4525], [0.2833, 1.5717, -1.1462], [1.6468, 2.0400, -0.7851], [1.6615, 3.5338, -0.4701], [0.1194, 4.0628, 0.3647], [-0.7618, 4.9755, -0.9618], [-2.1424, 4.3851, -1.1979], [-2.1645, 2.8935, -1.2207], [-2.0058, 2.8097, -3.3562], [-2.1258, 1.2634, -2.5185], [0.1707, 1.5086, -3.2770], [0.3000, 3.1083, -2.5855], [0.3496, 0.5610, -1.2600], [1.9560, 1.4620, 0.0853], [2.3500, 1.8234, -1.5947], [2.4863, 3.7675, 0.2005], [1.7932, 4.1557, -1.3537], [-0.8595, 6.0113, -0.6418], [-0.1441, 4.9732, -1.8563], [-2.8055, 4.6826, -0.3854], [-2.5588, 4.7834, -2.1268], [-3.1452, 2.6398, -1.1312], [1.0125, -1.2596, -2.8325], [1.7460, -2.3188, -1.4496], [3.5966, -2.0632, -1.4350], [1.3123, -4.1045, -1.7640], [1.0514, -1.7914, 0.1994], [1.1167, -2.8202, 1.7641], [-0.2864, -4.0572, 1.7268], [0.8759, -1.6781, 3.2420], [2.7666, -3.6723, 1.9092], [1.1121, -1.7873, -3.7836], [1.5612, -0.3193, -2.9464], [-0.0562, -1.0428, -2.7193], [4.0285, -2.3429, -2.3987], [4.0723, -2.6773, -0.6688], [3.8638, -1.0220, -1.2403], [1.7449, -4.4288, -2.7131], [0.2327, -4.2570, -1.8247], [1.7018, -4.7653, -0.9874], [0.5497, -0.8240, 0.2983], [-1.2568, -3.5602, 1.6600], [-0.2859, -4.6605, 2.6373], [-0.1934, -4.7381, 0.8789], [-0.1274, -1.2377, 3.2677], [1.6355, -0.8894, 3.2782], [0.9798, -2.2395, 4.1731], [2.9661, -4.3345, 1.0645], [2.7912, -4.2848, 2.8132], [3.5864, -2.9543, 1.9746], [0.6872, 1.9928, 3.0526], [0.0153, 1.2220, 2.0366], [1.6757, 2.3033, 2.7108], [0.7781, 1.3975, 3.9586], [0.0744, 2.8672, 3.2523], [0.3576, 0.3180, 2.0329], [-3.0162, 2.3625, 2.1008], [-3.2237, 0.5856, 1.4385], [-4.1776, -0.2961, 1.8843], [-4.1882, -1.5482, 1.2793], [-3.2628, -1.8376, 0.2870], [-2.3407, -0.8736, -0.0791], [-2.3191, 0.3370, 0.4946], [-4.8769, -0.0218, 2.6607], [-4.9172, -2.2871, 1.5838], [-3.2497, -2.8017, -0.2010], [-1.5931, -1.0668, -0.8374]],
  "mulliken_charge": [0.09, -0.98, -0.50, 1.54, -0.51, -1.08, -0.10, -0.56, -0.82, -0.06, 0.46, 0.35, 0.36, 0.33, -1.12, 0.34, 0.43, 0.50, 0.51, 0.54, 0.34, 0.42, 0.33, 0.35, -0.97, -0.27, -1.05, -0.98, 0.97, -0.22, -0.87, -1.17, -0.95, 0.54, 0.23, 0.27, 0.38, 0.33, 0.32, 0.37, 0.32, 0.31, -0.39, 0.18, 0.41, 0.33, 0.35, 0.22, 0.51, 0.31, 0.37, 0.33, -1.06, 0.40, 0.35, 0.33, 0.35, -0.18, -0.05, 0.36, -0.77, -0.26, -0.97, -0.26, 0.40, 0.50, 0.45, 0.53, 0.53],
  "max_force_ev_per_a": 0.2,
  "total_charge": 2,
  "e_above_lowest_kcal_mol": 0.00,
  "orbital_gap_ev": [8.00, 8.84],
  "spin_multiplicity": 2
}

(3)
{
  "formula": "C19H41ClN2O3",
  "method": "wB97M-V/def2-TZVPD",
  "symbols": ["C", "C", "C", "N", "C", "C", "C", "C", "C", "C", "H", "H", "H", "H", "H", "H", "H", "H", "H", "H", "H", "H", "H", "H", "H", "H", "H", "H", "H", "H", "C", "C", "C", "N", "C", "C", "C", "C", "C", "C", "H", "H", "H", "H", "H", "H", "H", "H", "H", "H", "H", "H", "H", "H", "H", "H", "H", "H", "H", "H", "Cl", "O", "C", "O", "O", "H"],
  "xyz": [[-7.5030, 33.6447, -14.0348], [-6.1013, 33.4544, -13.4608], [-5.1079, 34.3029, -14.2496], [-3.6206, 34.1911, -13.8100], [-3.4317, 34.4596, -12.2706], [-1.9683, 34.7627, -11.8360], [-1.3175, 35.8146, -12.8010], [-1.2887, 35.3367, -14.2540], [-2.7254, 35.1996, -14.6081], [-3.1045, 32.7713, -14.2434], [-8.0639, 32.8218, -13.5917], [-7.3628, 33.5087, -15.1071], [-7.9695, 34.6162, -13.8719], [-6.0026, 32.3689, -13.4519], [-6.0823, 33.6083, -12.3819], [-5.2584, 35.3668, -14.0662], [-5.0076, 34.0889, -15.3136], [-4.1772, 35.2171, -12.0289], [-3.8778, 33.6089, -11.7555], [-1.9691, 34.9574, -10.7635], [-1.4613, 33.7983, -11.8690], [-1.8159, 36.7786, -12.6990], [-0.2872, 35.8354, -12.4459], [-0.8198, 36.0601, -14.9211], [-0.6387, 34.4629, -14.3010], [-3.1716, 36.1888, -14.5054], [-2.8696, 34.9587, -15.6613], [-2.8671, 32.8619, -15.3034], [-3.8312, 31.9965, -13.9991], [-2.1966, 32.6623, -13.6502], [1.7511, 34.8246, -17.0980], [2.8654, 34.1847, -16.3386], [2.8788, 32.6251, -16.5385], [3.9925, 31.7931, -15.7895], [3.6268, 30.3319, -15.8078], [3.8850, 29.5121, -17.1643], [5.1968, 29.9226, -17.8124], [5.3460, 31.4418, -17.9099], [5.3491, 32.0927, -16.5055], [4.0263, 32.3342, -14.3076], [1.8374, 34.7044, -18.1779], [1.6407, 35.8680, -16.8025], [0.7661, 34.4613, -16.8051], [2.5957, 34.4833, -15.3256], [3.8201, 34.6486, -16.5865], [2.9818, 32.3504, -17.5882], [1.9521, 32.2140, -16.1380], [2.5737, 30.2991, -15.5286], [4.2447, 29.8761, -15.0341], [3.1398, 29.8592, -17.8800], [3.8420, 28.4243, -17.1091], [5.4902, 29.5619, -18.7983], [6.0254, 29.5777, -17.1938], [4.5428, 31.7885, -18.5601], [6.1875, 31.8634, -18.4597], [5.3859, 33.1775, -16.4056], [5.9722, 31.5826, -15.7709], [4.7540, 31.7987, -13.6980], [3.0326, 32.3965, -13.8638], [4.4906, 33.3201, -14.2858], [0.2741, 31.3686, -13.3343], [-2.6537, 29.7732, -13.6447], [-2.7292, 28.4653, -13.7585], [-1.6929, 27.7855, -13.4347], [-3.6488, 27.8727, -14.2966], [-1.7364, 29.9789, -13.4500]],
  "mulliken_charge": [-1.36, -0.30, -0.70, 0.33, -0.86, -0.75, -0.84, -0.08, -1.04, -0.76, 0.40, 0.34, 0.32, 0.39, 0.40, 0.35, 0.41, 0.48, 0.49, 0.41, 0.36, 0.38, 0.38, 0.27, 0.16, 0.40, 0.53, 0.28, 0.54, -0.02, -1.47, -0.10, -0.80, 0.07, -0.55, -0.60, -0.78, -0.73, -0.78, -0.89, 0.38, 0.42, 0.28, 0.28, 0.22, 0.41, 0.46, 0.34, 0.43, 0.29, 0.43, 0.40, 0.33, 0.32, 0.46, 0.53, 0.51, 0.38, 0.26, 0.41, -0.83, -0.27, 0.60, -0.80, -0.72, 0.20],
  "max_force_ev_per_a": 6.5,
  "e_above_lowest_kcal_mol": 61.92,
  "orbital_gap_ev": 4.22,
  "spin_multiplicity": 1
}

(4)
{
  "formula": "C19H41FO5",
  "method": "wB97M-V/def2-TZVPD",
  "symbols": ["C", "C", "C", "C", "C", "C", "C", "C", "C", "C", "C", "O", "C", "O", "C", "C", "F", "C", "C", "H", "H", "H", "H", "H", "H", "H", "H", "H", "H", "H", "H", "H", "H", "H", "H", "H", "H", "H", "H", "H", "H", "H", "H", "H", "H", "H", "H", "H", "C", "O", "H", "H", "H", "H", "C", "O", "H", "H", "H", "H", "C", "O", "H", "H", "H", "H"],
  "xyz": [[3.4493, -2.2537, -0.2423], [1.9952, -2.1830, -0.7388], [1.1720, -1.0903, -0.0575], [1.4094, 0.3410, -0.5739], [1.5696, 0.4871, -2.0895], [0.4924, -0.1795, -2.9737], [-0.9546, -0.1147, -2.4405], [-1.3748, 1.2634, -1.8902], [-2.0721, 1.1039, -0.5281], [-1.8432, 2.2394, 0.5266], [-1.1396, 3.5258, 0.0956], [-3.1153, 2.7074, 1.0516], [-3.9929, 1.6964, 0.8559], [-4.8272, 1.3344, 1.5670], [-3.6132, 1.1046, -0.5052], [-4.4203, -0.0767, -1.0167], [-4.6734, 0.0648, -2.3716], [-3.8591, -1.4667, -0.7746], [-3.2802, -1.7002, 0.6372], [3.5584, -2.9705, 0.5682], [4.0569, -2.5975, -1.0732], [3.8452, -1.2845, 0.0575], [2.0156, -2.1058, -1.8209], [1.5118, -3.1315, -0.5104], [1.4820, -1.0910, 0.9909], [0.1171, -1.3451, -0.0277], [0.6355, 0.9930, -0.1743], [2.3318, 0.6936, -0.1115], [2.5194, 0.0125, -2.3418], [1.6854, 1.5221, -2.3982], [0.7166, -1.2169, -3.2107], [0.4968, 0.3475, -3.9292], [-1.1028, -0.9353, -1.7465], [-1.6047, -0.3278, -3.2887], [-2.0885, 1.7044, -2.5861], [-0.5410, 1.9557, -1.8382], [-1.5634, 0.2817, -0.0407], [-1.3619, 1.7638, 1.3769], [-1.5164, 4.3186, 0.7306], [-1.3032, 3.7521, -0.9512], [-0.0815, 3.4447, 0.3414], [-3.8399, 1.8790, -1.2483], [-5.3912, -0.0215, -0.5244], [-3.1368, -1.7532, -1.5318], [-4.6940, -2.1557, -0.8876], [-3.7368, -2.5364, 1.1566], [-2.2274, -1.9522, 0.5304], [-3.3347, -0.8364, 1.2934], [5.3200, -5.3394, -0.9177], [4.7377, -4.6679, -2.0308], [5.0861, -4.7710, -0.0216], [4.9079, -6.3469, -0.8201], [6.4054, -5.3979, -1.0307], [4.9506, -5.1786, -2.8193], [3.5009, 2.0768, 2.7838], [3.3701, 3.0337, 1.7344], [2.6960, 1.3514, 2.6914], [4.4615, 1.5617, 2.7011], [3.4293, 2.5750, 3.7536], [4.0927, 3.6626, 1.8345], [-1.8494, 2.4110, 4.1001], [-1.5072, 1.9686, 5.4112], [-1.0884, 2.0489, 3.4142], [-2.8200, 2.0054, 3.8055], [-1.8776, 3.5028, 4.0621], [-2.1860, 2.2928, 6.0126]],
  "mulliken_charge": [-1.26, -0.62, 0.67, 0.75, -1.19, -1.23, -0.68, -1.43, 1.73, 0.18, -1.73, -0.43, 0.22, -0.52, 0.00, -0.34, -0.42, -0.55, -0.88, 0.32, 0.39, 0.20, 0.00, 0.45, 0.69, -1.07, -0.82, 0.54, 0.48, 0.47, 0.37, 0.46, 0.14, 0.53, 0.45, 0.78, -0.36, 0.04, 0.55, 0.30, 0.29, 0.58, 0.35, 0.29, 0.51, 0.39, 0.06, 0.26, -0.48, -0.47, 0.19, 0.26, 0.27, 0.28, -0.51, -0.47, 0.14, 0.28, 0.31, 0.27, -0.25, -0.54, 0.02, 0.20, 0.27, 0.31],
  "max_force_ev_per_a": 4.4,
  "orbital_gap_ev": 10.88,
  "spin_multiplicity": 1,
  "smiles": "CCCCCCCC[C@@H]1[C@@H]([C@@H](F)CC)C(=O)O[C@@H]1C.CO.CO.CO"
}